Model one:
Molecular formula: C5H8N5
Method: DFT, ωB97M-V/def2-TZVPD

CARTESIAN COORDINATES (ANGSTROEM)
C (-2.29238, -0.73420, 0.30472)
C (-0.36610, 0.39969, -0.03032)
C (0.73076, 0.91594, 0.93015)
C (2.96443, -0.01936, 0.27207)
C (0.13397, 0.46737, -1.43352)
N (-2.60679, 0.56718, 0.09710)
N (-1.57772, 1.25010, 0.03111)
N (1.94722, 0.29005, 0.59349)
N (-0.91910, -0.91088, 0.28208)
N (-0.17350, -1.92004, 0.57657)
H (-3.14174, -1.42770, 0.40864)
H (0.85208, 2.05181, 0.69508)
H (0.57360, 0.80530, 1.93532)
H (3.84995, -0.36838, -0.31673)
H (0.67030, 1.45548, -1.44065)
H (0.76080, -0.41341, -1.60353)
H (-0.76918, 0.31514, -2.11171)
H (-0.63658, -2.72410, 0.81014)

Its LUMO energy (spin up / spin down) is -4.7 / -4.8 eV. The value obtained for the highest occupied orbital energy (spin up / spin down) is -0.441 / -0.447 Eh. As for the total charge: +1.

Löwdin atomic charge list, values in e, 5 entries: number 1, C, carries -0.062; number 2, C, carries -0.495; number 3, C, carries -0.034; number 4, C, carries 0.320; number 5, C, carries -0.004



Model two:
Molecular formula: C5H8N5
Method: DFT, ωB97M-V/def2-TZVPD

CARTESIAN COORDINATES (ANGSTROEM)
C (3.86245, -0.34799, 0.15666)
N (2.81821, -0.46841, -0.50454)
C (1.54760, -0.75082, -0.27493)
N (0.60357, 0.08593, 0.21859)
N (-0.63870, -0.34306, 0.12048)
C (-1.19708, -1.61925, 0.05757)
N (-2.46946, -1.51942, -0.08565)
N (-2.74526, -0.19821, -0.08914)
C (-1.63160, 0.53408, 0.05501)
C (-1.48413, 2.05033, -0.00746)
H (3.96707, -0.13251, 1.18399)
H (4.78007, -0.38963, -0.31924)
H (1.43897, -1.74954, -0.54786)
H (-0.74331, -2.53750, 0.15188)
H (-3.64520, 0.17176, -0.31784)
H (-0.64002, 2.23788, 0.53590)
H (-1.57293, 2.52088, -0.99594)
H (-2.25023, 2.45546, 0.66251)

Its LUMO energy is -3.8 eV. The value obtained for the highest occupied orbital energy is -0.494 Eh. The SMILES is C=N/C=N/[n+]1cn[nH]c1C. As for the total charge: +1.

Löwdin atomic charge list, values in e, 5 entries: number 1, C, carries 0.078; number 2, N, carries 0.067; number 3, C, carries -0.124; number 4, N, carries 0.121; number 5, N, carries -0.065



Most favorable first, least favorable last: model two, model one